Molecular formula: C15H46F3O13Y
Method: DFT, the ωB97M-V functional and the def2-TZVPD basis

ORCA input file:
```
! RIJCOSX wB97M-V def2-TZVPD def2/J DEFGRID3
* xyz 0 1
Y 19.13593 25.15073 -36.91730
O 17.94557 22.22169 -40.16027
C 17.21290 22.44853 -41.36097
C 16.30744 23.75423 -41.43526
O 16.92304 25.00549 -41.01828
H 16.68336 21.53643 -41.63621
H 17.96518 22.44723 -42.14975
H 15.58392 23.48096 -40.66718
H 15.85427 23.82892 -42.42377
C 15.76906 22.50115 -33.50595
O 17.00990 21.91825 -33.92851
O 15.92954 23.70786 -34.18325
C 14.49769 21.68085 -33.76990
F 14.46474 21.13927 -34.98497
F 14.18316 20.69709 -32.89951
F 13.39837 22.47373 -33.70148
C 17.48765 20.90615 -33.04296
C 18.55068 20.06586 -33.74553
H 19.37733 20.70567 -34.05440
H 18.89009 19.21072 -33.16103
H 18.23670 19.62092 -34.68974
H 16.65549 20.24418 -32.80335
H 17.88656 21.31034 -32.11258
H 15.90693 22.74357 -32.45223
C 23.48100 16.85469 -40.12271
O 22.89777 17.74800 -41.16323
H 22.88715 15.94674 -40.01745
H 24.44727 16.53568 -40.51341
H 23.56790 17.41419 -39.19131
H 22.15865 18.19654 -40.74595
C 9.75890 22.41704 -46.56606
O 8.48165 22.75425 -45.99415
H 9.89733 21.36612 -46.82006
H 9.76180 23.02258 -47.47237
H 10.53327 22.73603 -45.86843
H 7.79061 22.74920 -46.66051
C 26.18365 19.96748 -46.19401
O 25.23096 20.80894 -45.52671
H 25.86193 19.29170 -46.98641
H 26.88914 20.64222 -46.67889
H 26.79787 19.36004 -45.52929
H 24.79935 20.27595 -44.85496
C 11.58575 28.64230 -44.61780
O 12.61365 29.56477 -44.69181
H 11.59943 28.21671 -43.61441
H 10.61975 29.04251 -44.92566
H 11.83704 27.86495 -45.33938
H 12.91750 29.71731 -45.58958
C 24.35101 24.43221 -39.05175
O 23.25858 25.24295 -39.44642
H 24.89761 24.09446 -39.93225
H 25.16403 24.93768 -38.53058
H 24.01557 23.56376 -38.48485
H 23.26495 25.25817 -40.40629
C 18.24731 14.77154 -44.52622
O 19.60871 14.21111 -44.37189
H 17.72666 14.45785 -45.43101
H 17.80157 14.41120 -43.59910
H 18.37403 15.85396 -44.54718
H 20.13826 14.75864 -43.78760
C 18.83302 29.17845 -46.79695
O 18.89561 30.50708 -46.55644
H 18.90166 28.97295 -47.86520
H 19.74184 28.81919 -46.31416
H 18.05894 28.62812 -46.26212
H 19.52091 30.77942 -47.23202
C 16.78672 21.98367 -49.40302
O 16.67818 21.91164 -50.77190
H 17.80482 22.14307 -49.04782
H 16.17444 22.81492 -49.05340
H 16.32843 21.08198 -48.99677
H 16.54630 22.75104 -51.21869
C 14.66789 16.70124 -38.58362
O 16.12805 16.68138 -38.62629
H 14.08338 15.81214 -38.82015
H 14.28459 16.92954 -37.58910
H 14.27479 17.47894 -39.23840
H 16.52982 17.55230 -38.66723
*
```

Properties
frontier orbital gap: 2.11 eV
max |F|: 0.1320 hartree/bohr
energy above the lowest of the compared OMol25 structures with the same formula, charge and spin: 13.3028 eV

Charges in e, computed with Löwdin, in the same order as the atoms: 1.034, -0.116, -0.255, -0.196, -0.111, 0.109, 0.128, 0.129, 0.114, -0.455, -0.135, -0.243, -0.560, 0.144, 0.113, 0.112, -0.273, -0.085, 0.062, 0.070, 0.068, 0.107, 0.114, 0.142, -0.113, -0.154, 0.069, 0.072, 0.073, 0.054, -0.148, -0.139, 0.070, 0.073, 0.076, 0.067, -0.167, -0.116, 0.070, 0.073, 0.072, 0.068, -0.190, -0.120, 0.084, 0.075, 0.073, 0.078, -0.172, -0.146, 0.077, 0.074, 0.076, 0.073, -0.112, -0.161, 0.074, 0.073, 0.068, 0.058, -0.224, -0.100, 0.083, 0.075, 0.084, 0.083, -0.200, -0.112, 0.075, 0.075, 0.081, 0.081, -0.142, -0.131, 0.072, 0.068, 0.068, 0.065

Molecular formula: C15H48O13
Method: DFT, the ωB97M-V functional and the def2-TZVPD basis

ORCA input file:
```
! RIJCOSX wB97M-V def2-TZVPD def2/J DEFGRID3
* xyz 0 1
C -1.99202 -2.73678 -3.91763
C -0.94058 -2.85133 -2.85209
O -1.50565 -3.72345 -1.77497
H -2.11580 -3.64763 -4.52727
H -1.83163 -1.93716 -4.58542
H -2.93992 -2.49974 -3.39249
H -0.58738 -1.88128 -2.47993
H -0.01471 -3.23538 -3.36891
H -0.77604 -4.17005 -1.32839
C 0.30210 -1.27643 0.27473
C -0.14122 0.16542 0.57847
O -0.82162 0.67376 -0.57936
H 1.00946 -1.24710 -0.57661
H -0.56756 -1.85923 -0.04250
H 0.69813 -1.58622 1.26807
H 0.66146 0.85177 0.86729
H -0.83348 0.18306 1.42132
H -1.57282 1.27845 -0.29432
C -1.14102 -0.41221 4.68236
O -0.50408 -1.30399 3.75972
H -0.33338 -0.15113 5.51384
H -1.48191 0.47511 4.16587
H -1.98878 -0.84280 5.14613
H -1.24810 -1.61827 3.22272
C 2.96415 -2.63793 -2.13462
O 3.10339 -1.33926 -2.76565
H 2.07133 -3.21756 -2.58087
H 3.89751 -3.12013 -2.24462
H 2.73439 -2.46147 -1.08256
H 3.61237 -0.78923 -2.18942
C 2.48070 -1.05523 4.69873
O 1.97013 -0.11045 3.69313
H 2.23916 -0.71409 5.71632
H 2.14116 -2.09521 4.56815
H 3.56771 -0.98830 4.70269
H 1.20328 -0.46727 3.29134
C -1.45976 3.37257 1.47375
C -1.23304 4.44741 0.43737
O -2.43879 5.30306 0.56710
O -2.43223 2.45080 1.09187
H -1.69327 3.85172 2.42345
H -0.52163 2.81648 1.71680
H -1.16378 4.01464 -0.56355
H -0.40686 5.08225 0.69478
H -2.72413 5.51308 -0.36413
H -3.21141 2.94357 0.80624
C 3.74020 0.85215 0.97416
C 4.14858 1.61602 -0.32754
O 3.74588 0.99655 -1.52134
O 3.78306 1.81835 1.98027
H 4.38956 0.02672 1.04830
H 2.71893 0.48913 0.76876
H 5.20984 1.87230 -0.20149
H 3.70612 2.63345 -0.29971
H 2.78071 1.15853 -1.64589
H 3.43193 1.38694 2.77047
C -3.37047 -2.22519 1.58744
C -3.63260 -1.21052 0.46646
O -4.61620 -0.41096 1.07673
O -2.99980 -1.48241 2.74292
H -2.50602 -2.78231 1.35213
H -4.19309 -2.89954 1.77475
H -3.89875 -1.72229 -0.46212
H -2.74637 -0.66733 0.21692
H -4.94212 0.19599 0.40590
H -3.62908 -0.74249 2.90607
C 0.41848 0.67717 -4.21134
C 0.86217 1.99099 -3.64079
O 1.14506 1.83704 -2.27588
O 0.00448 0.79381 -5.54864
H -0.27067 0.17421 -3.45479
H 1.21623 0.00385 -4.21896
H 0.01353 2.65420 -3.82536
H 1.74095 2.42997 -4.13270
H 0.33740 1.49741 -1.78957
H -0.62180 1.59138 -5.65211
*
```

Properties
frontier orbital gap: 9.68 eV
max |F|: 0.0685 hartree/bohr
energy above the lowest of the compared OMol25 structures with the same formula, charge and spin: 1.7040 eV
structure (SMILES): OCCO.OCCO.OCCO.OCCO.CCO.CCO.CO.CO.CO

Charges in e, computed with Löwdin, in the same order as the atoms: -0.092, -0.286, -0.101, 0.087, 0.049, 0.082, 0.078, 0.110, 0.070, -0.042, -0.294, -0.135, 0.066, 0.056, 0.086, 0.099, 0.095, 0.089, -0.134, -0.168, 0.125, 0.068, 0.056, 0.040, -0.124, -0.137, 0.088, 0.056, 0.057, 0.013, -0.110, -0.141, 0.070, 0.085, 0.069, -0.006, -0.264, -0.179, -0.103, -0.071, 0.123, 0.131, 0.120, 0.114, 0.104, 0.101, -0.256, -0.233, -0.093, -0.055, 0.103, 0.094, 0.121, 0.123, 0.066, 0.063, -0.187, -0.217, -0.057, -0.101, 0.100, 0.123, 0.126, 0.083, 0.097, 0.117, -0.280, -0.246, -0.097, -0.070, 0.126, 0.093, 0.113, 0.140, 0.077, 0.127

Molecular formula: C15H48O9
Method: DFT, the ωB97M-V functional and the def2-TZVPD basis

ORCA input file:
```
! RIJCOSX wB97M-V def2-TZVPD def2/J DEFGRID3
* xyz 0 1
C 10.72400 27.69700 -4.60600
C 9.64000 28.73300 -4.93400
O 9.32000 29.29000 -3.64000
H 10.28700 27.05000 -3.92700
H 11.62600 28.11900 -4.25600
H 10.95000 27.10900 -5.52000
H 8.78700 28.26400 -5.30100
H 9.89200 29.50800 -5.67900
H 8.44100 29.70400 -3.67900
C 7.17000 29.70000 -6.94800
C 6.25600 29.64300 -8.14600
O 6.36300 28.39500 -8.73800
H 6.93400 28.81400 -6.36200
H 6.95000 30.53800 -6.28800
H 8.22800 29.69900 -7.19000
H 6.40200 30.41400 -8.90100
H 5.26100 29.86500 -7.82200
H 6.05300 27.77900 -8.05500
C 4.54500 32.28200 -0.14900
C 4.42400 30.85500 0.30300
O 4.28900 30.74900 1.68000
H 4.30500 32.43000 -1.23400
H 5.52500 32.69000 -0.02700
H 3.77600 32.82400 0.40400
H 5.21100 30.19800 -0.00300
H 3.54100 30.52000 -0.11400
H 5.11600 30.66900 2.13400
C 4.24700 29.03500 -2.60700
C 4.17200 28.40200 -3.93600
O 5.16900 28.95000 -4.75300
H 3.98900 30.08700 -2.55500
H 5.23300 28.97800 -2.17300
H 3.61300 28.52700 -1.87000
H 3.24200 28.62600 -4.31600
H 4.22500 27.31400 -3.66300
H 5.31800 28.25300 -5.36200
C 3.39000 31.53200 -6.43700
C 2.65600 31.41400 -5.10400
O 1.68100 30.38000 -5.18800
H 2.83100 31.95600 -7.27400
H 3.62300 30.49800 -6.69400
H 4.29100 32.09800 -6.31400
H 2.17600 32.29900 -4.71200
H 3.43200 31.18000 -4.44700
H 1.57900 30.06200 -4.25900
C 8.56000 31.97700 0.35700
C 9.21100 31.01700 -0.61100
O 8.91100 29.76600 -0.02300
H 8.95200 31.79500 1.36100
H 7.53500 31.69400 0.40600
H 8.56400 33.07200 0.06500
H 10.24400 31.15300 -0.96900
H 8.65900 31.07800 -1.56100
H 9.26400 29.13700 -0.62100
C 6.45300 31.90200 -3.88200
O 7.05300 30.67400 -3.63900
H 5.70600 31.61400 -4.55300
H 7.12300 32.63000 -4.34500
H 6.04300 32.40900 -2.99300
H 6.45800 29.94600 -3.79200
C 7.16600 26.78600 -3.61000
O 6.16700 25.89100 -3.11500
H 7.23000 27.72600 -3.07500
H 6.99100 27.01200 -4.62700
H 8.16000 26.34700 -3.33300
H 6.18900 25.92800 -2.18700
C 10.24800 31.91100 -5.29500
O 11.48000 31.35000 -5.06400
H 9.82900 31.78400 -6.27300
H 10.41300 32.95700 -5.24000
H 9.46600 31.63000 -4.68300
H 11.25700 30.65600 -4.44500
*
```

Properties
frontier orbital gap: 10.29 eV
max |F|: 0.0672 hartree/bohr
energy above the lowest of the compared OMol25 structures with the same formula, charge and spin: 5.9311 eV
structure (SMILES): CCO.CCO.CCO.CCO.CCO.CCO.CO.CO.CO

Charges in e, computed with Löwdin, in the same order as the atoms: -0.044, -0.289, -0.109, 0.031, 0.062, 0.095, 0.055, 0.094, 0.018, -0.064, -0.332, -0.049, 0.045, 0.073, 0.079, 0.124, 0.074, 0.089, -0.070, -0.355, -0.043, 0.073, 0.046, 0.085, 0.103, 0.078, 0.079, -0.091, -0.300, -0.066, 0.064, 0.070, 0.101, 0.073, 0.135, 0.062, -0.064, -0.310, -0.080, 0.081, 0.058, 0.060, 0.114, 0.049, 0.097, -0.083, -0.323, -0.066, 0.078, 0.029, 0.100, 0.121, 0.086, 0.054, -0.116, -0.146, 0.036, 0.094, 0.085, 0.028, -0.132, -0.091, 0.064, 0.055, 0.101, 0.055, -0.203, -0.069, 0.073, 0.078, 0.039, 0.053